Entry P
# C3H14O4

A 5-piece molecular cluster, C3H14O4 overall (ωB97M-V with the def2-TZVPD basis set, the OMol25 dataset).

Values from the calculation:
Kohn-Sham gap = 0.3464 hartree
LUMO = 0.362 eV
net charge = 0
SMILES string = C=CC.O.O.O.O

Positions of all 21 atoms, in Å:
C 0.482 2.299 -1.894
C -0.821 1.861 -1.479
C -1.460 2.432 -0.402
H 0.482 2.229 -3.029
H 0.786 3.353 -1.790
H 1.166 1.707 -1.385
H -1.391 1.202 -2.074
H -2.324 1.877 -0.024
H -1.180 3.291 0.079
H 0.536 -1.268 0.224
H 1.228 -0.816 1.660
O 0.543 -0.609 0.948
H -0.331 2.210 2.094
H -0.500 0.655 2.106
O -0.382 1.445 2.694
H 0.993 -2.968 -1.795
H 0.587 -3.587 -0.409
O 0.492 -2.832 -0.947
H 0.994 -4.629 1.910
H -0.132 -3.608 2.077
O 0.235 -4.244 1.438

Atomic partial charges in e from the Löwdin method, atoms 1 to 5: -0.136 -0.236 -0.001 0.097 0.087



Entry Q
# C3H14O4

C3H14O4 as an isolated structure (ωB97M-V with the def2-TZVPD basis set, the OMol25 dataset).

Values from the calculation:
Kohn-Sham gap = 0.2974 hartree
LUMO = -0.618 eV
net charge = 0

Positions of all 21 atoms, in Å:
C 0.993 0.515 -0.532
O 1.360 -0.037 2.864
C 0.632 -0.915 -0.093
C 1.591 -0.955 -1.406
H 0.388 1.124 -1.243
H 1.897 1.009 -0.166
H 0.427 -0.010 2.643
H -0.421 -1.101 -0.077
H 1.169 -1.403 0.716
H 2.427 -1.622 -1.005
H 2.191 -0.247 -2.110
H 0.968 -1.480 -2.177
H -2.260 2.284 0.147
H -1.586 0.675 1.035
O -1.664 1.541 0.142
H -1.917 0.713 -1.324
H -2.622 0.254 -2.581
O -1.822 0.186 -2.140
H 1.406 0.392 3.732
H -1.878 -0.815 1.724
O -1.278 -0.107 1.851

Atomic partial charges in e from the Löwdin method, atoms 1 to 5: 0.094 -0.088 -0.080 -0.091 0.109



Stability summary: most stable entry P, least stable entry Q.



Entry P
# C12H36O6S6

A 6-piece molecular cluster, C12H36O6S6 overall (ωB97M-V with the def2-TZVPD basis set, the OMol25 dataset).

Values from the calculation:
Kohn-Sham gap = 0.3343 hartree
LUMO = 0.346 eV
net charge = 0

Positions of all 60 atoms, in Å:
C 3.458 3.610 -0.408
S 2.948 3.150 1.275
O 1.464 3.427 1.406
C 3.032 1.340 1.115
H 3.250 4.657 -0.628
H 2.735 3.117 -1.058
H 4.454 3.264 -0.681
H 4.029 0.909 1.012
H 2.446 0.901 0.307
H 2.730 0.861 2.046
C -1.881 2.967 3.781
S -0.950 4.506 3.758
O -1.736 5.372 4.713
C 0.570 3.806 4.596
H -2.702 3.240 3.118
H -2.292 2.769 4.771
H -1.438 2.137 3.230
H 1.338 4.576 4.670
H 0.835 3.071 3.835
H 0.477 3.168 5.475
C -3.863 0.366 3.733
S -2.413 -0.533 2.987
O -2.083 -1.741 3.942
C -3.340 -1.318 1.570
H -4.326 1.065 3.037
H -3.681 0.904 4.663
H -4.683 -0.292 4.023
H -2.836 -2.264 1.373
H -3.120 -0.619 0.764
H -4.397 -1.582 1.568
C 2.819 -3.144 0.565
S 2.535 -4.964 0.384
O 1.721 -4.968 -0.941
C 4.235 -5.233 -0.219
H 3.183 -2.770 -0.392
H 3.480 -3.061 1.428
H 1.842 -2.678 0.697
H 4.509 -6.227 -0.575
H 4.956 -4.965 0.553
H 4.416 -4.724 -1.166
C -0.574 -2.342 -5.701
S -1.859 -1.042 -5.692
O -1.066 0.188 -6.075
C -2.772 -1.707 -7.165
H -0.980 -3.292 -5.355
H 0.110 -2.014 -4.918
H -0.084 -2.460 -6.668
H -2.176 -1.813 -8.072
H -3.629 -1.060 -7.352
H -3.093 -2.654 -6.732
C -0.429 0.294 -2.494
S -0.610 -0.351 -0.730
O 0.797 -0.759 -0.403
C -1.034 1.168 0.227
H 0.241 1.151 -2.565
H -1.355 0.577 -2.995
H 0.119 -0.504 -2.994
H -0.785 0.982 1.272
H -2.075 1.486 0.166
H -0.471 2.051 -0.077

Atomic partial charges in e from the Löwdin method, atoms 1 to 5: -0.259 0.835 -0.584 -0.263 0.054



Entry Q
# C12H36O6S6

C12H36O6S6 as an isolated structure (ωB97M-V with the def2-TZVPD basis set, the OMol25 dataset).

Values from the calculation:
Kohn-Sham gap = 0.2730 hartree
LUMO = 0.210 eV
net charge = 0

Positions of all 60 atoms, in Å:
C -2.402 3.594 3.748
S -1.079 2.986 2.507
O 0.255 3.168 3.224
C -1.600 1.205 2.479
H -2.688 4.509 3.230
H -1.965 4.077 4.622
H -3.323 3.013 3.804
H -1.430 0.855 3.498
H -0.989 0.687 1.739
H -2.622 1.132 2.107
C -1.351 1.552 -3.124
S 0.253 2.414 -2.727
O 1.238 2.138 -3.908
C -0.335 4.160 -2.985
H -1.297 0.500 -2.846
H -1.525 1.617 -4.198
H -2.150 2.098 -2.622
H 0.600 4.716 -3.047
H -0.907 4.457 -2.106
H -0.875 4.401 -3.901
C -0.238 -1.354 0.050
S -0.853 0.224 -0.589
O -1.298 0.947 0.658
C 0.872 0.887 -0.969
H 0.009 -1.947 -0.831
H -0.881 -2.029 0.613
H 0.651 -1.113 0.633
H 0.857 1.641 -1.756
H 1.452 -0.005 -1.203
H 1.216 1.314 -0.027
C 2.616 2.270 -1.406
S 3.402 0.731 -1.935
O 2.449 -0.324 -1.394
C 2.991 0.957 -3.734
H 2.463 2.260 -0.327
H 1.653 2.468 -1.877
H 3.341 3.063 -1.592
H 1.976 1.342 -3.838
H 3.068 -0.052 -4.139
H 3.739 1.616 -4.175
C -3.748 -5.253 -0.081
S -3.459 -3.728 0.849
O -3.737 -4.149 2.299
C -1.557 -3.559 0.548
H -4.696 -5.702 0.215
H -2.975 -6.016 0.012
H -3.909 -5.032 -1.136
H -1.043 -3.179 1.431
H -1.327 -2.798 -0.198
H -1.077 -4.531 0.436
C 3.162 -3.258 2.624
S 2.778 -1.697 1.691
O 2.264 -2.071 0.299
C 1.288 -1.216 2.591
H 3.579 -2.911 3.569
H 3.918 -3.933 2.223
H 2.203 -3.749 2.788
H 1.032 -0.257 2.139
H 1.528 -1.217 3.654
H 0.480 -1.919 2.388

Atomic partial charges in e from the Löwdin method, atoms 1 to 5: -0.237 0.861 -0.602 -0.334 0.008



Stability summary: most stable entry P, least stable entry Q.



Entry P
# C6H4O2

One molecule with the formula C6H4O2 (ωB97M-V with the def2-TZVPD basis set, the OMol25 dataset).

Values from the calculation:
Kohn-Sham gap = 0.3122 hartree
LUMO = -1.383 eV
net charge = 0
SMILES string = O=CC1=CC=CC1=O

Positions of all 12 atoms, in Å:
C -0.224 -1.241 -1.370
C -0.212 -0.157 -0.309
C -1.190 0.611 0.075
C -0.743 1.519 1.154
C 0.498 1.212 1.504
C 0.976 0.094 0.555
H 0.699 -1.860 -1.491
H -2.180 0.653 -0.350
H -1.337 2.285 1.641
H 1.083 1.657 2.294
O -1.195 -1.455 -2.043
O 2.085 -0.416 0.574

Atomic partial charges in e from the Löwdin method, atoms 1 to 5: -0.192 -0.136 0.014 -0.048 0.011



Entry Q
# C6H4O2

One molecule with the formula C6H4O2 (ωB97M-V with the def2-TZVPD basis set, the OMol25 dataset).

Values from the calculation:
Kohn-Sham gap (alpha / beta) = 0.2998 / 0.2998 hartree
LUMO (alpha / beta) = -0.870 / -0.869 eV
net charge = 0

Positions of all 12 atoms, in Å:
C -0.141 1.300 -0.066
C -1.075 0.387 -0.058
C 0.246 -1.349 -0.480
C 1.266 -0.444 -0.400
C -2.560 0.252 -0.093
C 2.226 -1.145 0.323
O -3.061 -0.799 -0.116
O 1.187 0.965 -0.302
H -0.300 2.463 -0.055
H -2.876 1.237 -0.030
H 2.212 -2.196 0.089
H 2.876 -0.672 1.189

Atomic partial charges in e from the Löwdin method, atoms 1 to 5: -0.153 0.013 0.265 -0.485 -0.306



Stability summary: most stable entry P, least stable entry Q.



Entry P
# CH10O6

A 5-piece molecular cluster, CH10O6 overall (ωB97M-V with the def2-TZVPD basis set, the OMol25 dataset).

Values from the calculation:
Kohn-Sham gap = 0.4283 hartree
LUMO = 0.567 eV
net charge = 0
SMILES string = O=CO.O.O.O.O

Positions of all 17 atoms, in Å:
O 2.026 -0.693 -0.243
C 1.087 -1.346 0.091
O 0.502 -1.228 1.304
H 0.509 -2.089 -0.484
H -0.181 -1.913 1.371
H -1.605 0.338 -1.321
H -1.119 0.795 0.056
O -1.626 0.108 -0.387
H 0.003 2.518 -0.995
H -1.138 3.316 -0.314
O -0.862 2.932 -1.153
H 2.042 2.716 0.150
H 1.789 1.181 0.380
O 1.389 2.015 0.106
H -1.754 -1.647 0.015
H -2.655 -2.727 0.649
O -1.746 -2.545 0.395

Atomic partial charges in e from the Löwdin method, atoms 1 to 5: 0.069 -0.380 0.063 0.139 0.070



Entry Q
# CH10O6

A 5-piece molecular cluster, CH10O6 overall (ωB97M-V with the def2-TZVPD basis set, the OMol25 dataset).

Values from the calculation:
Kohn-Sham gap = 0.3931 hartree
LUMO = 0.221 eV
net charge = 0
SMILES string = O=CO.O.O.O.O

Positions of all 17 atoms, in Å:
O 0.504 -0.845 2.474
C -0.310 -1.444 1.780
O -1.204 -0.839 1.026
H -0.072 -2.464 1.540
H -1.344 -1.245 0.082
H -0.247 0.847 -3.500
H 1.041 -0.021 -3.379
O 0.095 0.058 -3.089
H 1.403 2.824 -0.226
H 1.886 1.634 -1.058
O 1.395 2.471 -1.165
H 1.084 0.739 2.069
H 0.441 2.131 2.770
O 1.041 1.772 2.120
H -1.017 -0.956 -2.105
H -2.472 -1.512 -2.490
O -1.687 -1.781 -1.914

Atomic partial charges in e from the Löwdin method, atoms 1 to 5: 0.026 -0.351 0.075 0.135 0.131



Entry R
# CH10O6

A 5-piece molecular cluster, CH10O6 overall (ωB97M-V with the def2-TZVPD basis set, the OMol25 dataset).

Values from the calculation:
Kohn-Sham gap = 0.4008 hartree
LUMO = 0.300 eV
net charge = 0
SMILES string = O=CO.O.O.O.O

Positions of all 17 atoms, in Å:
O -1.624 -0.709 1.106
C -1.450 -1.725 0.488
O -1.149 -1.679 -0.823
H -1.615 -2.719 0.918
H -0.500 -0.928 -0.790
H -2.904 2.205 0.155
H -2.706 3.104 -1.055
O -2.507 2.226 -0.721
H 1.610 -1.607 -1.296
H 2.066 -0.168 -1.465
O 1.291 -0.696 -1.281
H 1.077 -1.763 1.645
H 2.115 -1.543 0.522
O 1.996 -1.856 1.423
H 1.021 2.931 0.969
H 1.741 2.682 -0.312
O 1.538 2.245 0.518

Atomic partial charges in e from the Löwdin method, atoms 1 to 5: 0.066 -0.396 0.043 0.139 0.084



Entry S
# CH10O6

A 5-piece molecular cluster, CH10O6 overall (ωB97M-V with the def2-TZVPD basis set, the OMol25 dataset).

Values from the calculation:
Kohn-Sham gap = 0.4199 hartree
LUMO = 0.409 eV
net charge = 0
SMILES string = O=CO.O.O.O.O

Positions of all 17 atoms, in Å:
O 0.310 0.547 2.168
C 1.375 0.375 2.699
O 2.211 -0.609 2.300
H 1.820 0.928 3.535
H 1.663 -0.996 1.577
H 0.598 -2.242 -0.033
H 1.425 -1.076 -0.525
O 1.509 -1.955 -0.150
H -0.259 2.012 -1.854
H 0.436 1.284 -0.712
O 0.401 1.345 -1.693
H -2.888 2.449 0.295
H -4.004 1.464 0.559
O -3.110 1.520 0.226
H -0.176 -2.389 -2.822
H -0.427 -0.924 -2.880
O -0.886 -1.734 -2.691

Atomic partial charges in e from the Löwdin method, atoms 1 to 5: 0.052 -0.378 0.057 0.139 0.069



Stability summary: most stable entry P, least stable entry Q.